A structure of composition C36H25AsF6N4O7PReS, computed with ωB97M-V with the def2-TZVPD basis set.

Results
Largest force on an atom   3.1 eV/Å
Multiplicity   3
HOMO (alpha / beta)   -0.93 / -1.42 eV
Orbital gap (alpha / beta)   4.946 / 5.430 eV
E   -5785.3872 hartree
Charge   -2
Expectation value of S²   2.018

```
82
Properties=species:S:1:pos:R:3:forces:R:3
Re 0.336080 0.244472 -0.967681 0.43 0.08 -0.60
O -0.057498 -3.876731 -0.289404 -0.03 -0.09 0.34
C 0.170438 -2.838512 -0.896053 -0.29 -0.02 -0.47
O -0.253341 -1.677878 -0.547847 -0.03 -0.12 0.47
C 0.916569 -2.946360 -2.197532 0.96 -0.19 -1.01
C 1.325530 -4.209038 -2.605988 1.09 -0.17 -0.35
C 2.127858 -4.440293 -3.770293 -1.70 0.54 0.93
C 2.386801 -3.367103 -4.611377 0.56 -2.13 -0.59
C 1.937022 -2.177305 -4.209766 0.60 1.08 -0.61
C 1.267820 -1.829709 -3.048436 -1.35 -0.06 1.75
O 0.976568 -0.596438 -2.824030 0.16 -0.25 -0.08
N 2.334566 -1.124985 -5.110360 0.51 0.53 0.50
O 1.676079 -0.956496 -6.089200 -1.15 0.33 -1.60
O 3.355562 -0.527832 -4.865654 0.71 0.47 0.36
N 2.367112 -5.780166 -4.209746 -0.64 -0.47 1.33
O 1.843782 -6.701108 -3.582141 0.13 0.21 -0.09
O 3.075651 -5.971909 -5.166822 0.81 0.03 -1.17
H 1.126414 -5.057711 -1.962820 -0.24 0.16 -0.07
H 2.890058 -3.498936 -5.581404 -0.22 0.08 0.65
C 2.170095 2.558207 5.824672 -0.34 -0.60 0.28
C 2.099446 3.180564 4.607747 -0.51 -0.61 -1.14
C 1.613053 2.495381 3.509688 -0.45 -1.21 -0.57
C 1.155878 1.174663 3.622198 -0.52 0.23 1.06
C 1.153152 0.543860 4.881788 0.60 1.44 -1.00
C 1.675456 1.267752 5.949858 0.35 -1.03 -0.14
P 0.607615 0.291873 2.143263 0.52 -0.06 -1.03
C -0.237786 -1.162344 2.781861 -0.28 0.79 0.97
C -1.378872 -0.961058 3.582115 -0.31 -0.85 -0.42
C -2.173348 -2.059868 3.905559 0.25 -0.19 0.47
C -1.784635 -3.373732 3.548394 -0.14 0.85 -0.75
C -0.640258 -3.534869 2.758234 -0.52 0.68 0.83
C 0.139218 -2.421310 2.404362 -0.59 -1.49 0.02
C 2.122286 -0.257180 1.392373 0.71 -0.63 0.68
C 3.221833 -0.828677 2.077827 -1.65 0.65 1.63
C 4.363982 -1.181537 1.452270 1.16 -0.49 0.00
C 4.373052 -1.075190 0.087759 -0.51 1.14 -1.69
C 3.285123 -0.548054 -0.627673 0.62 -0.34 0.32
C 2.102762 -0.103563 0.001456 0.34 -0.36 -0.61
H 2.620451 3.025829 6.673737 0.15 0.33 0.39
H 2.399506 4.160604 4.392015 0.67 1.38 0.31
H 1.595197 2.887682 2.491652 0.06 0.33 0.31
H 0.839212 -0.483933 4.934771 -0.08 -0.12 0.38
H 1.853159 0.690397 6.835388 -0.14 0.15 0.75
H -1.668403 0.045005 3.881934 -0.01 -0.17 -0.07
H -3.085154 -1.904349 4.491251 0.26 -0.08 -0.22
H -2.477372 -4.201017 3.748255 0.51 0.25 0.04
H -0.354070 -4.502442 2.404975 0.11 -0.38 -0.20
H 0.986228 -2.623941 1.776043 0.25 0.28 -0.15
H 3.214054 -1.021359 3.163621 -0.45 0.46 -0.38
H 5.250799 -1.497725 2.011620 -0.40 -0.09 -0.21
H 5.267681 -1.258911 -0.470285 0.43 -0.39 -0.27
H 3.369868 -0.478645 -1.702646 0.04 0.02 -0.15
F -1.983061 -0.007978 -2.049519 0.28 0.34 0.01
As -3.403981 -0.535450 -2.974598 -0.30 -0.29 0.20
F -3.936475 -1.468359 -1.632305 0.18 0.11 0.54
F -2.511415 -1.858092 -3.571248 0.15 -0.53 -0.14
F -4.875818 -0.997317 -3.746689 -0.04 0.04 -0.67
F -2.849623 0.370240 -4.336325 -0.15 0.44 -0.03
F -4.221753 0.881478 -2.359247 0.02 0.18 0.01
C -0.156658 1.079979 0.878624 -0.63 0.03 0.14
C -1.462865 1.740033 0.983664 -0.80 1.09 0.22
C -2.686835 1.178947 0.601563 -1.03 -0.71 -0.06
C -3.878892 1.923030 0.511922 1.33 0.95 0.11
C -3.864171 3.273817 0.842270 -0.48 -0.28 0.25
C -2.698939 3.843244 1.336299 -0.33 1.32 0.55
C -1.558450 3.111978 1.390871 0.73 -2.00 -0.46
H -2.811091 0.110758 0.407661 0.55 0.22 -0.19
H -4.769675 1.507636 0.098341 -0.43 -0.54 -0.02
H -4.776938 3.851818 0.827700 -0.14 0.09 -0.17
H -2.673263 4.880217 1.737833 -0.18 -0.70 -0.49
H -0.632201 3.473067 1.740162 0.86 0.94 0.40
S 1.030542 2.437143 -1.971858 0.17 0.00 0.61
C -0.310697 3.428627 -2.251659 1.36 0.98 -0.68
N -1.518372 2.900570 -2.254084 -1.97 -1.63 0.10
C -2.675691 3.544289 -2.417634 -0.84 -2.23 0.69
C -2.643738 4.844692 -2.597249 1.45 2.30 -0.14
C -1.374267 5.457659 -2.707203 1.39 -2.75 0.36
N -0.222607 4.754313 -2.585759 -1.32 1.47 0.04
H -1.579086 1.904318 -2.100635 0.03 -0.55 0.13
H -3.610761 2.966850 -2.335761 0.83 0.09 -0.05
H -3.516770 5.398756 -2.533222 -1.48 1.05 -0.31
H -1.308724 6.495659 -2.931442 0.33 0.71 -0.10
```
Positions in Å, forces in eV/Å.

***

A structure of composition C36H26AuN3O3PS, computed with ωB97M-V with the def2-TZVPD basis set.

Results
Largest force on an atom   1.3 eV/Å
Multiplicity   3
HOMO (alpha / beta)   -7.52 / -9.49 eV
Orbital gap (alpha / beta)   4.629 / 5.415 eV
E   -2652.4030 hartree
Charge   +1
Expectation value of S²   2.085

```
71
Properties=species:S:1:pos:R:3:forces:R:3
Au 0.794823 0.711913 -0.336202 0.32 0.05 -0.40
C -2.758844 3.291834 -0.586220 0.07 0.05 -0.24
C -1.604721 2.564144 -0.907024 -0.01 0.04 0.00
N -0.857185 1.972317 0.001324 0.00 -0.07 0.59
C -1.200242 2.055403 1.343016 0.18 -0.20 -0.13
C -2.357428 2.759479 1.721751 0.06 -0.09 0.12
C -3.123967 3.387095 0.719403 -0.19 0.11 0.15
C -2.771478 2.785691 3.083297 -0.06 -0.01 -0.07
C -2.096825 2.057082 4.019948 0.09 -0.15 0.04
C -0.955591 1.314309 3.670158 -0.08 0.12 -0.08
C -0.414526 1.348155 2.380083 0.02 0.20 -0.11
N 0.750951 0.808683 1.973760 -0.16 -0.27 0.41
C 1.647793 -0.056051 2.510242 0.04 0.32 -0.06
C 1.907032 -0.203557 3.919120 -0.08 0.22 -0.44
C 2.865442 -1.066869 4.366964 0.59 0.01 -0.11
C 3.592505 -1.840028 3.452906 0.14 0.47 -0.02
C 3.408760 -1.719425 2.050710 0.55 0.21 -0.15
C 4.150199 -2.507588 1.136231 -0.10 0.30 -0.11
C 3.970386 -2.322864 -0.262687 0.38 -0.32 0.57
C 3.082010 -1.405460 -0.705729 -0.78 0.77 0.76
N 2.281383 -0.644741 0.162409 0.38 -0.53 0.14
C 2.449786 -0.788620 1.556835 -0.01 0.16 -0.58
H -3.335620 3.756754 -1.374278 0.04 -0.03 0.02
H -1.281277 2.462327 -1.934763 -0.03 -0.02 0.04
H -4.017675 3.932220 1.007065 0.08 -0.04 -0.01
H -3.658699 3.349931 3.351757 0.10 -0.03 -0.05
H -2.441108 2.047163 5.049020 0.04 -0.03 -0.11
H -0.471702 0.716474 4.429521 -0.04 0.09 -0.06
H 1.398532 0.428652 4.635863 0.03 -0.03 -0.18
H 3.054104 -1.150967 5.432392 0.06 -0.02 -0.11
H 4.338146 -2.548095 3.808511 -0.06 0.16 -0.05
H 4.874890 -3.217801 1.521248 -0.05 0.09 -0.08
H 4.552071 -2.884748 -0.987348 -0.03 0.07 0.15
H 2.964243 -1.207458 -1.763271 -0.14 0.08 0.12
O -3.177523 -0.561976 0.879649 -0.04 0.13 0.07
S -2.679682 -1.307121 -0.218016 0.17 -0.05 0.06
O -2.806174 -0.853522 -1.556900 -0.03 0.05 -0.04
O -1.062602 -1.512921 0.068742 -0.36 -0.30 -0.18
C -3.101733 -3.011081 -0.078330 -0.86 0.48 -0.06
C -4.417005 -3.454626 -0.069191 0.07 0.37 -0.06
C -4.632456 -4.814334 0.049364 -0.40 0.03 -0.03
C -3.567210 -5.690985 0.132543 0.52 -0.33 0.00
C -2.255898 -5.221592 0.104271 -0.11 -0.84 0.09
C -2.038468 -3.868471 0.011659 0.51 0.10 -0.05
P -0.472321 -3.006361 -0.023959 0.08 0.39 0.30
C 0.344390 -3.240494 -1.558301 -0.09 -0.10 -0.25
C 0.289346 -2.217816 -2.500747 0.12 0.01 -0.15
C 0.848915 -2.429892 -3.752839 0.02 0.03 -0.01
C 1.433865 -3.651033 -4.059927 0.03 0.08 -0.05
C 1.464868 -4.675444 -3.120371 0.06 -0.06 -0.06
C 0.915966 -4.476307 -1.868124 0.04 -0.15 0.09
C 0.478066 -3.246088 1.416520 0.05 -0.31 -0.04
C -0.008537 -2.676690 2.599524 0.09 -0.08 0.37
C 0.664410 -2.920067 3.781706 -0.53 -0.24 -0.16
C 1.789884 -3.741226 3.784653 -0.12 -0.42 -0.15
C 2.264953 -4.303796 2.608053 -0.41 -0.56 0.11
C 1.612858 -4.057350 1.410198 0.04 -0.16 0.00
H -5.244643 -2.759149 -0.156554 0.09 -0.04 0.05
H -5.647384 -5.195850 0.071822 0.10 0.04 -0.01
H -3.758211 -6.754764 0.217563 0.07 0.09 0.00
H -1.416551 -5.909397 0.160722 -0.16 0.02 0.05
H -0.154909 -1.261313 -2.255705 0.01 0.00 0.00
H 0.830911 -1.632009 -4.485700 -0.01 -0.07 0.04
H 1.873024 -3.806208 -5.039359 -0.05 0.01 0.08
H 1.917278 -5.628886 -3.366386 -0.03 0.07 0.02
H 0.941813 -5.281502 -1.137737 -0.06 0.09 -0.14
H -0.878234 -2.025478 2.585502 0.07 -0.06 0.02
H 0.318661 -2.465754 4.700365 0.00 -0.06 -0.04
H 2.305834 -3.936644 4.716298 -0.06 -0.02 -0.03
H 3.153869 -4.927159 2.619807 -0.12 0.12 -0.01
H 2.012158 -4.451749 0.481574 -0.04 0.07 0.20
```
Positions in Å, forces in eV/Å.